No. 1
{"formula": "C27H45BCl3CrGeN9O3P", "method": "ωB97M-V with the def2-TZVPD basis set", "homo_lumo_gap_ev": [8.3, 8.4], "homo_ev": [-8.434, -8.096], "mol_weight_g_mol": 816.468, "spin_multiplicity": 2, "charge": 0, "species": ["C", "H", "C", "C", "H", "N", "C", "H", "H", "C", "C", "N", "C", "N", "H", "H", "C", "C", "H", "H", "H", "C", "H", "H", "N", "H", "C", "H", "Cl", "H", "C", "H", "N", "H", "C", "H", "H", "N", "O", "H", "H", "H", "B", "O", "O", "H", "H", "C", "H", "C", "H", "H", "H", "H", "C", "H", "H", "C", "H", "H", "H", "N", "P", "N", "H", "H", "H", "Cl", "H", "C", "H", "H", "Cl", "H", "H", "H", "H", "C", "Cr", "C", "C", "C", "C", "C", "N", "Ge", "H", "C", "C", "C", "H"], "xyz": [[-2.025, -0.369, -2.211], [-5.529, -0.359, 2.734], [2.608, -3.410, -3.182], [-1.640, -3.205, 0.152], [-0.464, 5.577, 1.380], [-1.184, -2.550, 1.402], [2.369, -2.582, -2.078], [-0.918, -3.035, -0.655], [2.000, -1.154, 4.903], [1.672, 3.224, 1.886], [-0.793, 4.637, 0.915], [-0.349, -0.357, 2.737], [-1.108, -0.295, 4.005], [1.357, 0.887, -4.414], [2.863, 4.534, -0.934], [-0.428, -0.726, 6.036], [-3.664, -1.129, 1.911], [-2.863, 1.076, 1.241], [-2.090, -0.758, 3.916], [-2.676, -4.959, 0.890], [2.599, -2.781, -1.046], [4.528, 0.161, 0.103], [-0.282, -2.075, 4.896], [3.081, -4.382, -3.189], [-0.623, -0.531, -3.845], [1.748, 1.451, -6.404], [-1.680, -4.688, 0.541], [-0.636, 2.709, -1.662], [3.366, -0.945, 0.869], [-1.436, -5.324, -0.308], [-0.195, -0.991, 5.005], [-1.246, 0.750, 4.299], [1.485, 1.462, -3.196], [-3.764, -1.203, -3.318], [1.109, -0.487, 3.021], [-4.566, 2.098, 2.123], [0.139, -5.537, 1.477], [-0.752, -0.144, -2.550], [4.603, 2.396, -0.677], [1.407, 5.282, -1.670], [1.658, 0.342, 2.597], [-0.837, 1.839, -0.146], [0.760, -0.518, -4.552], [2.601, 1.414, -0.833], [-0.093, -0.547, 0.177], [0.815, -3.278, 1.247], [-1.282, 4.033, 1.691], [-0.078, -3.404, 1.874], [2.186, 3.331, -2.549], [2.176, 2.911, -4.751], [-4.267, -1.629, 1.144], [-1.144, -5.135, 2.615], [-4.068, 0.192, 3.577], [1.970, 5.799, -0.068], [1.193, -0.512, 4.556], [-2.238, 1.627, 1.952], [0.180, -3.177, 2.906], [3.849, 1.454, -0.531], [2.068, -2.933, -5.311], [-4.978, 1.017, 0.780], [2.561, 3.802, -5.225], [-2.543, -0.381, 1.264], [-0.975, -0.902, 1.330], [1.780, -1.444, -2.444], [0.653, -0.830, -5.712], [-3.303, -1.897, 2.586], [-2.702, 1.505, 0.256], [5.683, 0.653, 1.342], [0.947, 2.886, 2.633], [1.765, 1.737, -5.362], [-2.379, -0.139, -1.222], [2.101, 4.171, 2.236], [5.389, -0.676, -1.205], [1.371, 0.496, 4.935], [-1.539, 4.875, 0.147], [-2.605, -2.812, -0.169], [-1.868, -1.372, -5.314], [1.980, 2.686, -3.390], [0.899, 0.536, -1.505], [2.116, -2.696, -4.254], [-0.649, -4.818, 1.697], [-2.725, -0.912, -3.285], [-4.333, 1.144, 1.654], [-0.090, 2.215, -0.846], [1.630, -1.531, -3.791], [0.757, 3.630, 0.198], [2.488, 2.500, 1.813], [1.865, 4.937, -0.737], [-1.785, -1.002, -4.300], [-4.492, -0.052, 2.597], [1.513, -1.404, 2.591]], "mulliken_charge": [-1.120, 0.467, -1.304, -0.229, 0.398, 0.138, -0.607, -0.142, 0.380, -1.203, -1.381, 1.208, -0.253, -0.356, 0.431, 0.422, -0.814, -0.218, 0.074, 0.251, 0.511, 0.759, 0.282, 0.430, -0.208, 0.454, -0.711, 0.695, -0.119, 0.400, -0.829, 0.294, 1.610, 0.461, 0.279, 0.399, 0.400, 1.351, -0.615, 0.357, -0.256, -2.348, 0.145, 0.109, 0.765, 0.002, 0.315, -0.074, 0.429, -1.412, 0.460, 0.247, 0.182, 0.440, -0.941, 0.135, 0.127, -0.378, 0.427, 0.361, 0.438, 0.538, -1.865, 0.877, -0.143, 0.370, 0.216, -0.143, 0.298, -0.120, 0.942, 0.491, -0.153, 0.374, 0.397, 0.392, 0.457, -0.683, -0.988, -0.227, -0.755, -1.570, -0.869, 1.801, 0.001, 0.621, 0.252, -1.377, -0.022, -0.619, -0.004]}

---

No. 2
{"formula": "C4H30O15", "method": "ωB97M-V with the def2-TZVPD basis set", "homo_lumo_gap_ev": [8.4, 2.7], "homo_ev": [-13.898, -13.520], "mol_weight_g_mol": 318.269, "spin_multiplicity": 2, "charge": 1, "species": ["O", "H", "O", "H", "H", "H", "H", "H", "H", "O", "H", "C", "O", "H", "H", "H", "H", "H", "H", "O", "H", "H", "H", "O", "O", "O", "O", "C", "O", "O", "H", "C", "H", "O", "H", "H", "H", "H", "C", "O", "H", "H", "H", "O", "O", "H", "H", "H", "H"], "xyz": [[-4.129, 0.202, -0.961], [-3.352, -1.465, 1.979], [-1.568, 3.964, -1.272], [-0.131, 1.363, -3.652], [-1.340, -3.907, 0.681], [2.666, -0.698, 0.042], [-3.233, -0.036, -0.763], [0.880, -3.439, 2.629], [2.795, 1.938, -2.060], [0.903, -2.494, 2.720], [2.744, -3.363, -1.112], [-0.825, 0.543, -1.819], [-3.662, -1.905, 1.191], [-1.103, -0.589, -1.770], [-2.834, -2.268, 0.820], [1.989, -2.034, -1.591], [-2.457, 3.723, -1.512], [0.355, -3.427, -2.456], [-1.106, 3.189, -0.976], [-1.332, -3.020, 0.303], [1.338, -2.128, 1.917], [2.962, -0.374, 2.954], [1.685, 0.094, 3.517], [0.069, 2.050, -0.178], [2.587, -0.855, 0.994], [2.314, 2.143, 1.592], [2.276, -0.439, -2.250], [-0.359, 0.969, -0.498], [-0.428, -2.877, -2.361], [-1.400, 0.927, 2.757], [2.365, 0.039, 1.290], [1.657, 0.564, -2.518], [-0.456, 3.374, 1.503], [0.049, 4.184, 1.523], [-0.060, -2.094, -1.880], [-0.018, -0.390, -3.656], [-0.494, 0.819, 3.056], [-1.033, -3.116, -0.611], [0.178, 0.482, -3.100], [1.949, -2.999, -1.517], [-0.061, 4.434, 0.589], [-1.871, 0.822, -2.181], [-4.475, 0.436, -0.094], [1.968, 1.839, -2.570], [2.637, 0.092, 3.730], [-1.955, 0.697, 3.511], [-0.603, 0.169, 0.214], [1.466, 2.588, 1.315], [2.454, 2.270, 2.532]], "nbo_charge": [-0.880, 0.463, -0.915, 0.256, 0.495, 0.482, 0.444, 0.476, 0.512, -0.969, 0.499, -0.594, -0.850, 0.263, 0.497, 0.486, 0.489, 0.518, 0.447, -0.991, 0.488, 0.478, 0.447, -0.359, -0.966, -0.897, -0.620, 0.463, -0.940, -0.962, 0.484, 0.812, 0.468, -0.807, 0.441, 0.263, 0.472, 0.504, -0.468, -0.995, 0.489, 0.344, 0.485, -0.623, -0.889, 0.496, 0.259, 0.495, 0.512]}

---

No. 3
{"formula": "C21H56O21S7", "method": "ωB97M-V with the def2-TZVPD basis set", "homo_lumo_gap_ev": [9.7, 2.5], "homo_ev": [-12.894, -12.894], "mol_weight_g_mol": 869.127, "de_lowest_kcal_mol": 15.4, "spin_multiplicity": 2, "charge": 1, "species": ["H", "O", "O", "C", "H", "C", "H", "C", "H", "H", "H", "C", "O", "H", "H", "C", "H", "S", "O", "H", "H", "C", "H", "H", "H", "H", "O", "H", "H", "C", "H", "O", "C", "H", "C", "H", "S", "C", "O", "H", "H", "H", "H", "S", "O", "H", "O", "H", "C", "C", "C", "C", "H", "H", "O", "H", "H", "H", "H", "H", "H", "C", "C", "H", "O", "H", "O", "H", "O", "H", "O", "H", "O", "H", "H", "O", "O", "H", "C", "C", "O", "C", "O", "S", "H", "S", "H", "H", "H", "H", "C", "H", "S", "H", "H", "H", "H", "O", "S", "H", "H", "H", "O", "H", "C"], "xyz": [[4.430, 0.134, -0.940], [5.318, -4.638, -2.473], [-0.629, 4.061, -5.928], [4.358, -2.181, -3.165], [-1.506, 7.284, -5.841], [-0.686, 2.682, 1.842], [-0.164, -0.738, 0.850], [-5.078, -4.397, 1.328], [9.748, 0.045, 0.225], [6.595, 0.852, -1.919], [-1.273, -2.821, 0.159], [6.206, 1.238, -0.976], [-6.124, -7.032, 1.161], [3.262, -5.207, -1.247], [-3.558, 4.384, -2.694], [-1.328, -0.713, 5.807], [-4.763, 4.900, 1.782], [-6.685, -6.110, 0.149], [2.897, -4.408, -3.273], [-4.943, -5.580, -1.425], [0.602, -1.425, 9.733], [4.724, 1.184, -0.940], [-0.677, -2.570, -1.626], [-1.975, 5.990, 1.056], [-0.377, 2.612, -1.811], [-3.418, 6.407, 0.365], [-1.733, 0.459, -3.289], [0.192, 2.335, -3.418], [6.639, 2.237, -0.933], [-0.530, -2.459, -0.552], [-0.559, 6.338, -7.059], [-2.404, 5.238, -4.678], [9.217, 0.976, 0.420], [-0.525, 3.561, 2.466], [0.537, -1.289, 8.653], [0.263, 7.276, -5.782], [-0.751, -2.361, 7.853], [1.763, -6.347, -2.396], [6.717, 0.360, 0.029], [-3.591, 6.665, -4.180], [-0.429, 2.939, 0.814], [-0.948, 0.448, 4.002], [4.199, 1.626, -0.092], [-2.547, 2.464, 1.866], [-0.704, -0.020, -0.960], [2.410, -7.028, -2.950], [-3.066, 3.817, 1.079], [-3.477, 4.613, 2.860], [-3.678, 4.803, 1.806], [-3.159, 5.365, -2.437], [2.488, -5.065, -2.002], [-2.792, 6.121, -3.675], [-0.091, 1.826, 2.162], [-3.936, 5.840, -1.838], [0.600, -0.625, -3.059], [-5.310, -3.819, 2.223], [-2.354, -1.050, 5.656], [9.137, 1.421, -0.571], [-2.863, 7.013, 1.995], [-2.228, 5.195, -1.896], [5.063, -1.771, -3.888], [-0.630, -0.470, 4.495], [-3.014, 6.151, 1.344], [1.239, 1.904, -1.902], [-6.263, -4.620, 0.555], [4.204, 1.638, -1.783], [-3.026, 2.440, 3.243], [-0.724, -1.111, 3.619], [-2.781, 1.290, 1.046], [-2.043, 6.878, -3.444], [-0.086, 5.307, -3.658], [0.288, -3.132, -0.291], [4.841, -4.174, -4.877], [1.478, -1.631, 8.221], [1.054, -1.070, -0.185], [7.190, 2.153, 1.766], [-8.094, -6.000, -0.133], [4.674, -2.118, -2.124], [0.270, 1.960, -2.397], [-3.907, -3.649, 0.701], [7.675, -0.272, 2.206], [-0.617, 6.681, -6.026], [-0.546, -1.837, 6.316], [-0.794, 5.146, -4.953], [0.327, -0.226, 8.537], [-0.477, 0.284, -2.587], [0.978, -6.060, -3.095], [-6.554, -6.018, -2.294], [3.303, -1.943, -3.303], [-4.549, -5.309, 1.605], [-5.827, -6.212, -1.506], [-3.222, -3.165, 1.397], [4.489, -3.997, -3.473], [-5.456, -7.207, -1.752], [1.939, -4.349, -1.390], [-1.099, 0.214, 6.333], [-4.209, -2.935, -0.066], [-0.289, -3.738, 7.927], [7.656, 0.842, 1.308], [1.352, -6.828, -1.508], [9.864, 1.669, 0.958], [0.417, -0.242, 4.699], [-2.093, -1.909, 8.189], [-3.406, -4.360, 0.044], [-0.035, -1.031, -0.192]], "mulliken_charge": [0.144, -0.618, -0.642, -0.660, 0.286, -0.916, 0.262, -0.477, 0.338, 0.306, -0.087, -0.440, -0.612, 0.411, 0.308, -0.130, 0.331, 1.192, -0.332, 0.170, 0.376, -0.915, 0.528, 0.297, 0.126, 0.184, -0.467, 0.311, 0.423, -0.650, 0.337, -0.330, -0.916, 0.392, -0.907, 0.332, 1.122, -1.188, -0.313, 0.449, 0.213, 0.163, 0.367, 1.063, 0.043, 0.315, -0.131, 0.371, -0.342, -1.061, 0.206, -0.477, 0.377, 0.394, -0.407, 0.312, 0.306, 0.322, 0.379, 0.232, 0.401, -1.029, -1.009, 0.296, -0.315, 0.383, -0.616, 0.277, -0.549, 0.401, -0.600, 0.165, -0.610, 0.315, 0.145, -0.610, -0.579, 0.249, -0.514, -1.110, -0.566, -0.895, -0.295, 1.306, 0.298, 1.015, 0.306, 0.311, 0.092, 0.340, -0.721, 0.402, 1.211, 0.333, -0.127, 0.251, 0.431, -0.569, 1.130, 0.381, 0.358, 0.381, -0.611, 0.316, 0.159]}